# 1
The following is a DFT calculation (the ωB97M-V functional and the def2-TZVPD basis) of a structure of composition C30H54F9Ni2O16S4.

Geometry as XYZ:
```
115
Properties=species:S:1:pos:R:3:forces:R:3:lowdin_charge:R:1
Ni 4.593748 1.258834 1.295706 -0.555 -0.261 0.496 0.758
Ni 2.240186 3.014181 -0.228843 1.998 -0.286 -0.093 0.744
C 4.869075 -1.718900 3.064591 1.214 3.356 -0.869 -0.454
O 5.467460 -2.628456 2.217329 1.372 -2.493 0.461 -0.095
O 4.623733 -0.570327 2.270085 -0.939 -1.586 1.462 -0.341
C 3.710215 -2.367315 3.848394 -2.568 0.629 -2.355 -0.540
F 2.944866 -3.083366 2.969715 0.396 -0.711 0.221 0.099
F 3.983110 -3.177875 4.886115 0.585 0.194 -0.143 0.127
F 2.834586 -1.441455 4.268474 0.426 0.396 0.932 0.123
C 6.441320 -3.568906 2.793418 0.213 0.211 -1.956 -0.214
C 6.721959 -4.541884 1.624898 -0.996 0.045 -0.079 -0.087
H 7.579502 -5.212832 1.675357 0.036 0.060 0.651 0.061
H 5.822450 -5.128041 1.436751 0.036 -0.175 -0.077 0.068
H 6.881856 -3.942818 0.728422 -0.059 0.176 0.059 0.073
H 6.131188 -4.043725 3.724258 -0.274 0.001 -0.112 0.106
H 7.423054 -3.113401 2.923099 -0.155 0.795 0.600 0.105
H 5.567461 -1.421510 3.846848 0.487 0.040 0.492 0.140
C 1.097246 1.186980 2.054709 2.758 -0.677 -1.462 -0.288
O 0.184068 1.061905 0.926981 -1.019 0.150 1.594 -0.113
O 2.332700 1.773881 1.557248 -2.644 0.062 0.205 -0.312
C 0.588113 1.835073 3.435676 -1.036 1.362 -1.034 -0.510
F 1.227721 1.339151 4.498429 1.109 0.611 -0.519 0.146
F 0.537456 3.207341 3.409577 1.843 -0.419 -0.040 0.098
F -0.688919 1.627381 3.764405 -1.608 -1.641 -0.624 0.110
C -0.911296 0.102796 1.082652 -0.288 0.256 -1.831 -0.210
C -1.594783 -0.123561 -0.327615 0.481 0.110 0.959 -0.049
H -2.630463 -0.393005 -0.120558 -0.185 0.139 -0.141 0.048
H -1.554171 0.806612 -0.894377 -0.212 0.112 0.130 0.065
H -1.193755 -0.892143 -0.988337 0.367 0.031 0.462 0.047
H -1.733123 0.445162 1.711522 0.349 0.635 0.340 0.090
H -0.623254 -0.863461 1.496769 0.704 0.014 0.042 0.113
H 1.327554 0.145493 2.279158 0.057 -0.138 0.696 0.137
C -3.311642 -2.657550 -5.988020 -3.405 -2.701 -2.470 -0.513
O -2.873259 -3.614530 -5.018891 1.645 2.021 2.752 -0.089
O -4.214072 -3.318109 -6.792562 1.224 1.709 1.498 -0.270
C -3.932197 -1.299891 -5.426463 -1.442 -1.668 -2.619 -0.622
F -3.052443 -0.575604 -4.835223 2.354 1.645 3.070 0.146
F -4.266835 -0.519561 -6.457987 -0.075 0.520 -2.285 0.096
F -5.112767 -1.287089 -4.768295 0.368 -1.028 1.496 0.107
C -1.822439 -3.131420 -4.053907 -0.969 -0.344 -2.058 -0.277
C -1.281325 -4.318711 -3.428879 1.057 -1.406 2.023 -0.130
H -0.929797 -5.017328 -4.188120 -0.160 -0.187 0.201 0.086
H -0.426000 -3.949835 -2.862791 0.555 -0.215 0.018 0.072
H -1.853456 -4.798249 -2.634657 -0.593 -0.299 -0.414 0.071
H -2.047808 -2.357158 -3.320534 -0.873 0.058 -0.173 0.103
H -0.889692 -2.803148 -4.512493 -0.432 0.926 -1.182 0.105
H -2.444801 -2.424330 -6.606317 0.764 1.068 0.191 0.121
O 4.352513 2.616820 -0.353082 -1.776 1.121 -1.006 -0.481
C 4.787422 3.514073 -1.407253 -0.245 -0.393 0.829 -0.286
C 3.639077 4.091827 -2.420157 0.142 -1.735 1.659 -0.334
O 2.365386 4.312269 -1.838828 1.204 -0.515 0.673 -0.359
H 5.658153 3.025282 -1.844286 -0.338 -0.478 -1.255 0.083
H 5.360144 4.353272 -1.012501 -0.467 0.860 0.829 0.054
H 3.570892 3.321708 -3.188513 -0.160 -0.361 -0.499 0.056
H 4.074520 4.957504 -2.919242 -0.023 0.519 0.078 0.079
C 5.910043 6.970220 0.892923 -0.371 0.183 -1.405 -0.236
C 4.713339 7.905195 0.895765 0.550 1.622 1.539 -0.287
C 3.439709 7.217017 0.704606 -1.818 -0.984 -0.447 -0.229
S 3.541367 5.666945 1.724970 0.841 -0.985 -0.705 0.782
O 2.815171 4.546148 1.099628 1.297 2.102 0.846 -0.362
O 3.180278 5.926416 3.103876 0.257 0.439 -0.670 -0.329
C 5.545770 5.705265 1.685612 -0.526 0.880 -0.133 -0.127
H 6.751610 7.606096 1.167746 0.263 -0.605 1.000 0.108
H 6.192721 6.739756 -0.134246 -0.406 -0.395 -0.247 0.102
H 4.846384 8.832874 0.339154 -0.017 -0.391 -0.852 0.119
H 4.605199 8.359689 1.880565 0.456 -0.183 0.629 0.111
H 3.201273 7.031285 -0.342650 0.023 -0.760 0.055 0.109
H 2.592223 7.758085 1.125469 -0.002 -0.029 0.088 0.104
H 5.995336 4.802051 1.273059 -0.469 -0.127 0.229 0.072
H 5.857649 5.929880 2.705596 -0.492 -0.738 0.233 0.088
C -3.921281 -3.542441 3.015990 0.453 1.815 -0.923 -0.187
C -4.264359 -4.201810 4.317006 -0.453 0.165 1.097 -0.219
C -4.891535 -3.112230 5.231756 1.329 0.509 0.822 -0.199
S -4.383387 -1.475128 4.583343 -1.062 -0.475 -2.439 0.677
O -3.801393 -0.564410 5.528805 -0.204 -0.297 0.177 -0.311
O -5.523539 -1.105110 3.740731 -0.126 0.586 1.031 -0.365
C -3.280158 -2.060146 3.316975 0.360 -1.922 0.589 -0.187
H -4.856184 -3.411256 2.471146 0.272 0.214 -0.330 0.071
H -3.240094 -4.149479 2.419674 -0.051 0.165 -0.040 0.118
H -3.367607 -4.718377 4.659220 0.081 0.538 0.858 0.113
H -5.010807 -4.996088 4.309929 -0.039 -0.041 -0.849 0.113
H -4.539845 -3.153626 6.262626 -0.066 -0.133 0.042 0.092
H -5.978719 -3.034092 5.226903 0.103 -0.305 -0.203 0.095
H -2.278045 -2.048975 3.745617 0.165 -0.702 0.130 0.098
H -3.179649 -1.355533 2.491429 -0.772 -0.110 -0.056 0.079
C 0.170155 1.728104 -5.115139 -0.582 -1.617 -0.350 -0.220
C 1.673508 1.542767 -5.433801 0.028 0.485 2.993 -0.196
C 2.236241 0.598033 -4.313660 0.049 1.358 0.477 -0.171
S 1.133821 0.745219 -2.761583 -1.240 1.193 -0.617 0.789
O 1.752419 1.494300 -1.635723 -0.685 -1.950 -2.106 -0.362
O 0.468909 -0.536321 -2.565328 1.052 0.831 0.167 -0.339
C -0.129907 1.871000 -3.587045 1.727 0.210 -1.139 -0.170
H -0.319656 0.802870 -5.418649 -0.444 0.137 -0.337 0.106
H -0.237904 2.578803 -5.660931 -0.132 -0.156 0.015 0.110
H 2.043400 2.549192 -5.237887 0.780 -0.053 -0.354 0.099
H 2.064784 1.129373 -6.363375 -0.839 0.330 -0.281 0.111
H 3.185415 0.990734 -3.949016 0.188 -0.365 -0.087 0.080
H 2.318519 -0.405105 -4.732032 -0.234 -0.180 0.836 0.097
H 0.073243 2.917077 -3.357831 0.153 -0.140 0.743 0.093
H -1.155030 1.590758 -3.344752 0.291 -0.239 0.142 0.094
C -5.723937 -1.498171 0.021847 0.797 -0.868 0.370 -0.216
C -7.028173 -1.132002 0.712105 -1.578 -1.298 -1.563 -0.206
C -7.782446 -2.438071 1.084804 -0.289 -0.780 0.730 -0.213
S -7.116609 -3.848798 0.111900 1.603 0.824 -1.680 0.727
O -8.114171 -4.366234 -0.845480 0.926 0.374 1.850 -0.361
O -6.299758 -4.753090 0.935386 -1.251 0.713 -0.479 -0.365
C -5.961799 -2.740463 -0.879816 -1.873 -0.064 0.686 -0.165
H -4.989378 -1.770987 0.779532 0.314 0.273 -0.053 0.086
H -5.431861 -0.595817 -0.515324 0.521 -0.383 -0.225 0.117
H -7.641064 -0.788365 -0.121190 -0.160 0.625 -0.004 0.107
H -7.001173 -0.326539 1.445996 0.254 -0.547 0.258 0.114
H -8.826943 -2.506794 0.780840 -0.067 0.588 0.068 0.085
H -7.745111 -2.715072 2.138357 0.269 -0.003 0.018 0.089
H -6.637173 -2.465339 -1.689919 0.184 0.029 -0.270 0.095
H -5.200226 -3.411332 -1.277362 0.413 0.526 0.308 0.106
```
Forces are in eV/Å.

Highest occupied orbital energy (spin up / spin down) ... -0.37 / -1.98 eV
Multiplicity ... 6
Charge ... -2
Expectation value of S² ... 8.76

# 2
The following is a DFT calculation (the ωB97M-V functional and the def2-TZVPD basis) of a cluster of 3 separate species, C30H54N4O10 in total.

Geometry as XYZ:
```
98
Properties=species:S:1:pos:R:3:forces:R:3:lowdin_charge:R:1
C -4.146440 3.131764 -6.099512 0.500 -0.443 0.762 -0.102
O -3.955012 1.869753 -5.318609 1.153 0.769 -1.552 -0.292
C -2.678395 1.226945 -5.670575 1.019 0.125 0.611 -0.246
C -2.549772 -0.184828 -4.846632 0.158 -0.167 -0.200 -0.169
C -3.142779 -0.157069 -3.318916 -0.174 -0.827 0.566 -0.199
C -2.096831 0.459672 -2.202232 -0.238 -0.382 -0.907 -0.208
C -1.922758 2.091540 -2.264967 0.293 -0.292 1.251 -0.199
C -0.343465 2.411242 -1.910817 -0.749 -0.614 0.193 -0.208
C -0.065557 1.899986 -0.342425 -1.121 0.859 -0.285 -0.190
C 1.160586 2.688471 0.397254 -1.147 0.242 0.075 -0.138
C 2.661197 2.097670 0.122188 0.766 0.681 -1.479 -0.279
C 2.685300 0.787857 -0.918472 0.770 -7.158 -3.254 -0.119
N 2.805060 -0.305264 -1.598392 -1.168 9.839 5.925 0.151
C 3.504000 3.279407 -0.710529 1.025 -0.782 -1.411 -0.128
C 3.369851 3.083942 -2.366238 0.037 1.620 0.050 -0.244
N 3.829906 4.432356 -2.960153 -0.487 -0.881 0.402 -0.069
C 3.511404 1.720632 1.471401 0.788 -0.086 -0.105 -0.300
C 4.826299 0.831053 0.944086 6.903 -6.073 0.871 -0.077
N 5.857653 0.017403 0.848158 -9.739 7.852 0.727 0.125
C 2.676097 0.928419 2.634325 0.596 -1.346 0.676 -0.132
C 1.876893 -0.412709 2.149820 0.177 -0.470 1.177 -0.076
C 2.808918 -1.734243 1.887073 -0.762 -4.621 -5.180 -0.265
O 2.423029 -2.545393 0.862906 2.386 4.841 6.483 -0.080
O 4.017407 -2.124879 2.628565 -3.016 0.449 -2.431 -0.017
C 4.189018 3.043986 2.231165 0.302 -0.290 1.218 -0.050
C 3.084592 4.111604 2.802274 -3.058 1.603 4.820 -0.228
O 2.468314 4.029042 4.008681 3.878 -0.505 -7.301 -0.043
N 2.688564 5.350015 1.972086 0.264 -1.337 1.815 -0.224
C 1.272185 5.785829 2.275355 -1.278 0.815 -0.779 -0.133
C 3.684857 6.476120 2.159798 1.229 0.214 -0.784 -0.110
H -5.006833 3.759388 -5.587284 1.750 -1.518 -1.143 0.106
H -4.408085 2.820872 -7.197024 0.565 0.954 1.948 0.100
H -3.128744 3.722182 -5.991443 -2.089 -0.910 -0.624 0.099
H -2.524151 1.106032 -6.848026 -0.591 0.064 2.459 0.136
H -1.777796 1.916747 -5.300747 -1.839 -1.195 -0.805 0.115
H -1.393889 -0.466769 -4.749700 -2.462 0.658 -0.378 0.125
H -3.061487 -1.048314 -5.473173 0.929 1.813 1.378 0.116
H -4.218935 0.338839 -3.222624 2.449 -0.859 -0.424 0.127
H -3.305606 -1.297581 -3.005892 0.366 2.445 -0.779 0.092
H -1.030109 -0.013527 -2.411015 -2.143 0.811 0.417 0.112
H -2.460785 0.066068 -1.152098 0.811 1.054 -1.994 0.109
H -2.267515 2.586537 -3.268019 0.714 -1.187 1.852 0.098
H -2.585310 2.541286 -1.390755 1.292 -0.717 -1.884 0.115
H -0.166386 3.569864 -1.989641 -0.075 -2.247 0.129 0.111
H 0.308022 1.787830 -2.692056 -1.192 1.572 1.746 0.111
H -0.026003 0.732400 -0.288232 0.221 2.231 -0.131 0.099
H -1.059681 2.213557 0.240681 2.151 -0.672 -1.148 0.125
H 0.866815 2.752652 1.552741 1.069 -0.394 -2.407 0.117
H 1.107591 3.820044 0.019724 0.313 -2.555 0.788 0.120
H 3.169647 4.364206 -0.428400 0.415 -2.246 -0.286 0.104
H 4.678797 3.205610 -0.510224 -2.613 0.034 -0.326 0.128
H 2.264750 2.950184 -2.724312 2.005 -0.468 1.017 0.094
H 4.113294 2.283069 -2.792130 -1.763 1.323 1.074 0.129
H 3.694594 4.425205 -3.995726 -0.063 0.245 1.410 0.067
H 3.317161 5.213086 -2.492600 0.408 -0.968 -0.992 0.056
H 1.914653 1.594267 3.237715 1.711 -0.939 -1.588 0.125
H 3.482567 0.567192 3.436942 -1.728 0.834 -1.750 0.149
H 1.136720 -0.701717 3.041064 1.690 0.516 -1.881 0.149
H 1.198002 -0.271544 1.207584 1.648 -0.410 1.711 0.108
H 4.374814 -2.937420 2.125597 -1.052 1.733 0.801 0.145
H 5.039322 3.550916 1.608289 -1.990 -0.830 0.994 0.122
H 4.727338 2.583489 3.192410 -1.318 1.088 -2.057 0.152
H 1.160993 6.493133 3.206552 0.326 -1.608 -1.548 0.100
H 0.912850 6.432346 1.338558 0.868 -1.322 1.933 0.106
H 0.509753 4.879197 2.335471 1.934 1.909 0.081 0.097
H 3.533148 7.330909 1.346342 0.093 -1.965 1.707 0.108
H 4.760070 6.006223 1.946372 -2.243 1.190 0.646 0.105
H 3.647265 6.974966 3.224731 0.038 -1.128 -1.930 0.106
C -5.204870 -3.043484 3.721551 0.135 -0.311 -0.129 -0.069
C -5.419233 -1.826110 2.838711 -0.477 -0.229 0.491 -0.220
O -4.296910 -1.615782 1.973099 0.186 -0.342 -1.024 0.019
C -4.220450 -2.440625 0.899236 -0.416 -0.583 0.106 -0.544
O -5.015609 -3.323860 0.612945 1.174 1.398 0.357 0.111
O -3.092607 -2.135259 0.211435 -0.879 -0.001 0.599 -0.019
C -2.840156 -3.001007 -0.892723 0.204 -0.375 -0.477 -0.057
H -4.258608 -2.963356 4.264978 -0.155 0.121 0.026 0.081
H -6.021655 -3.148506 4.441549 0.096 0.073 -0.078 0.080
H -5.152293 -3.961904 3.127759 -0.120 0.195 0.041 0.076
H -5.505320 -0.933825 3.468627 0.274 -0.035 -0.317 0.122
H -6.346724 -1.902431 2.260097 0.273 -0.099 -0.053 0.125
H -3.704259 -3.055770 -1.562172 0.079 -0.092 0.265 0.093
H -2.569144 -3.997170 -0.528838 -0.206 0.125 -0.104 0.086
H -1.994487 -2.596447 -1.455771 -0.122 0.129 0.335 0.091
C 0.275440 -5.495861 0.467612 0.036 -0.242 -0.238 -0.057
C 0.481485 -5.567786 1.970852 0.389 0.506 -0.494 -0.214
O -0.398838 -6.530175 2.564121 0.144 -1.204 0.248 0.022
C -0.042498 -7.829048 2.404916 0.421 0.102 -0.519 -0.549
O 0.948442 -8.235769 1.815882 -1.425 0.529 0.964 0.105
O -0.991401 -8.602014 2.988398 0.671 0.677 -0.291 -0.009
C -0.786629 -10.000857 2.804753 0.019 -0.551 -0.021 -0.055
H -0.776828 -5.311134 0.231484 0.095 0.101 0.122 0.063
H 0.884045 -4.698708 0.030907 -0.074 -0.037 0.148 0.072
H 0.548038 -6.438885 -0.017409 0.055 0.142 0.157 0.078
H 0.236186 -4.597124 2.415851 -0.155 -0.350 0.101 0.121
H 1.524310 -5.785430 2.227769 -0.228 -0.157 -0.081 0.125
H 0.215495 -10.302569 3.124993 -0.136 0.133 -0.203 0.096
H -0.953550 -10.265802 1.755877 0.197 0.022 0.153 0.099
H -1.518343 -10.535044 3.417195 0.031 0.382 -0.052 0.093
```
Forces are in eV/Å.

SMILES ... COCCCCCCCC[C@@](C#N)(CCN)[C@](C#N)(CCC(=O)O)CC(=O)N(C)C.CCOC(=O)OC.CCOC(=O)OC
Highest occupied orbital energy ... -9.47 eV

Number 1: largest force on an atom 0.0972 hartree/bohr, E_tot -7887.17778 hartree. Number 2: largest force on an atom 0.2437 hartree/bohr, E_tot -2146.42881 hartree.